A cluster of 2 separate species, C4H9O2 in total at a distorted geometry, computed with ωB97M-V/def2-TZVPD.

Charge: -2
⟨S²⟩: 0.750
HOMO energy (alpha / beta) (eV): 3.98 / -1.14
Multiplicity: 2
ΔE to the lowest compared entry with this formula, charge and spin (eV): 1.1740
Gap between HOMO and LUMO (alpha / beta) (Eh): 0.1039 / 0.2886

```
15
Properties=species:S:1:pos:R:3:forces:R:3:nbo_charge:R:1
C -2.1452 0.5153 0.3658 1.799 -2.478 4.852 -1.100
C -1.2987 1.7249 0.2993 -0.282 0.461 -0.082 -0.912
H -2.7522 0.5086 1.3000 -0.430 0.507 -0.643 0.135
H -2.6945 0.1052 -0.3735 -1.962 -0.425 -2.974 0.188
H -1.5484 -0.4338 0.6602 -0.083 1.364 -0.500 0.174
H -0.3729 1.5522 -0.1604 1.259 -0.390 -1.409 0.185
H -0.9392 1.9297 1.3098 -0.664 0.639 0.237 0.182
H -1.8163 2.5168 -0.2519 0.173 0.419 0.605 0.169
C 1.4269 -1.2337 0.0352 0.294 0.817 -1.471 -0.759
C 2.5711 -1.1809 -1.0073 -3.699 -0.278 -1.160 0.768
O 2.3307 -1.4920 -2.2047 0.120 -0.404 0.050 -0.833
O 3.5521 -0.7393 -0.5035 5.456 1.634 1.369 -0.789
H 1.7079 -2.0834 0.6120 -0.190 -0.412 1.172 0.187
H 0.6242 -1.4598 -0.6166 -1.693 -0.085 0.167 0.201
H 1.3545 -0.2298 0.5358 -0.099 -1.368 -0.212 0.203
```
Positions in Å, forces in eV/Å.

A structure of composition C19H23ClMnN7O2S2, computed with ωB97M-V/def2-TZVPD.

Charge: +3
⟨S²⟩: 3.820
HOMO energy (alpha / beta) (eV): -16.20 / -16.20
Multiplicity: 4
ΔE to the lowest compared entry with this formula, charge and spin (eV): 0.1852
Gap between HOMO and LUMO (alpha / beta) (Eh): 0.2325 / 0.1316

```
55
Properties=species:S:1:pos:R:3:forces:R:3:nbo_charge:R:1
Mn -2.4365 0.4234 -1.9814 -0.172 -0.071 -0.296 0.888
N -3.1675 -2.3854 -3.6387 0.005 -0.029 0.034 -0.645
N -3.2610 -1.8704 -4.9340 0.070 0.113 0.001 -0.381
C -2.9434 -0.6032 -5.1912 -0.127 -0.254 0.033 0.652
N -2.8790 -0.1920 -6.4421 -0.126 0.008 -0.047 -0.721
N -2.7217 0.1933 -4.0979 0.221 0.009 0.023 -0.482
N -2.2356 1.4214 -4.2785 -0.023 -0.020 -0.123 0.642
O -1.9586 1.9283 -3.1295 0.136 0.122 0.138 -0.458
O -2.0580 2.0104 -5.2944 0.000 0.079 0.106 -0.261
H -2.6697 -3.2680 -3.6739 0.028 0.021 0.001 0.390
H -4.0973 -2.5434 -3.2625 -0.009 -0.006 -0.012 0.393
H -3.5229 -2.4751 -5.7023 -0.062 0.024 0.000 0.415
H -3.0778 -0.8339 -7.1957 0.039 0.007 -0.024 0.437
H -2.7321 0.7794 -6.6706 -0.004 -0.047 0.001 0.459
S -0.4564 -0.6517 -2.0235 -0.238 0.084 0.110 0.075
C 0.4032 0.0077 -0.7042 0.117 0.055 0.058 0.123
N 1.5443 -0.4725 -0.2983 -0.059 -0.186 -0.078 -0.271
C 2.2174 0.0740 0.8867 -0.040 0.003 0.007 -0.245
C 2.0709 1.5696 0.9030 -0.038 0.030 -0.026 -0.235
N 0.6443 1.9222 0.7830 -0.164 -0.060 -0.010 -0.333
C 0.2603 3.2269 1.3268 -0.004 0.000 -0.067 -0.304
C 0.0454 3.2621 2.8100 -0.045 -0.035 0.084 0.199
C -0.6615 2.2072 3.4676 0.109 0.057 -0.095 -0.139
C -0.9133 2.2903 4.8003 0.009 0.078 0.091 -0.175
C -0.4655 3.4352 5.5248 0.039 0.047 -0.058 0.095
C 0.2485 4.4881 4.8769 -0.085 -0.091 0.118 -0.142
C 0.4947 4.4011 3.5421 -0.058 -0.050 -0.122 -0.183
C -0.1751 1.1984 0.0299 0.187 0.021 0.073 0.111
S -1.8049 1.5553 -0.1091 0.034 0.066 0.082 0.130
C 2.1660 -1.7201 -0.8584 -0.106 0.226 -0.016 -0.248
C 2.2021 -2.7852 0.1989 0.043 -0.057 0.015 -0.021
C 3.3833 -3.0627 0.8796 -0.005 -0.023 -0.049 -0.237
C 3.4034 -4.0359 1.8694 -0.015 0.006 -0.022 -0.174
C 2.2423 -4.7293 2.1794 0.022 0.003 0.005 -0.171
C 1.0621 -4.4604 1.4965 -0.008 0.006 -0.013 -0.188
C 1.0409 -3.4921 0.5054 -0.006 0.022 0.054 -0.240
H 3.2658 -0.2098 0.8335 0.010 0.036 0.013 0.270
H 1.7925 -0.3942 1.7775 0.015 0.007 0.003 0.245
H 2.6204 2.0482 0.0879 0.020 -0.017 0.005 0.243
H 2.4388 1.9673 1.8476 0.025 -0.016 -0.005 0.247
H -0.6795 3.5373 0.8517 0.021 0.067 0.007 0.297
H 1.0234 3.9487 1.0287 0.024 -0.012 0.031 0.263
H -1.0119 1.3609 2.8910 0.001 -0.019 0.005 0.235
H -1.4598 1.5154 5.3207 -0.004 0.000 -0.002 0.272
H -0.6763 3.5134 6.5851 0.000 -0.017 -0.003 0.262
H 0.5801 5.3388 5.4574 0.004 0.004 -0.010 0.278
H 1.0274 5.1897 3.0258 0.007 0.003 -0.002 0.262
H 3.1623 -1.4317 -1.1956 0.016 -0.028 0.028 0.246
H 1.5791 -2.0045 -1.7256 0.039 -0.094 -0.007 0.243
H 4.2989 -2.5469 0.6106 0.012 -0.002 0.019 0.220
H 4.3268 -4.2651 2.3832 0.004 0.004 0.002 0.243
H 2.2603 -5.4957 2.9423 0.000 -0.003 0.001 0.244
H 0.1667 -5.0223 1.7253 -0.005 0.004 -0.004 0.237
H 0.1253 -3.3023 -0.0450 -0.006 0.005 -0.004 0.210
Cl -4.0317 -0.5599 -0.9959 0.154 -0.074 -0.053 -0.272
```
Positions in Å, forces in eV/Å.

A structure of composition C26H28IN7OPtS at a distorted geometry, computed with ωB97M-V/def2-TZVPD.

HOMO energy (eV): -7.20
Gap between HOMO and LUMO (Eh): 0.2281

```
65
Properties=species:S:1:pos:R:3:forces:R:3:nbo_charge:R:1
Pt -0.9762 -0.2775 1.1229 -5.320 -1.310 0.929 0.899
C 2.7328 -3.2830 -2.7797 -0.187 0.115 -0.080 -0.592
C 2.0673 -1.9082 -2.6880 0.055 -0.098 0.035 -0.425
C 2.6361 -1.0631 -1.5763 -0.080 0.059 0.123 -0.081
C 3.9144 -0.5563 -1.7731 -0.007 0.082 -0.003 -0.164
C 4.5123 0.2868 -0.8589 0.049 0.012 -0.039 -0.233
C 3.8125 0.6528 0.2751 -0.070 -0.083 -0.112 -0.204
C 2.5467 0.1493 0.5232 -0.231 -0.006 0.115 -0.017
C 1.8670 0.5051 1.8105 0.061 -0.116 0.046 -0.379
C 2.3437 -0.3928 2.9482 -0.157 0.114 -0.028 -0.601
C 1.9509 -0.7451 -0.3843 1.009 -0.201 -0.244 0.208
N 0.6942 -1.2589 -0.0972 -0.293 -0.720 -0.335 -0.598
C 0.3531 -2.4842 -0.3562 1.106 0.685 0.108 0.129
C -0.9763 -2.9124 -0.2289 -0.887 -0.622 0.017 0.033
C -1.5670 -4.1697 -0.4447 0.634 0.511 0.035 -0.241
C -2.9079 -4.0261 -0.1353 -0.359 0.254 0.079 -0.330
C -3.0867 -2.6982 0.2571 -0.437 -0.232 0.127 -0.038
N -1.9402 -2.0257 0.1823 1.697 0.902 0.284 -0.515
H 2.2992 -3.8537 -3.5962 -0.002 -0.154 -0.115 0.206
H 2.6080 -3.8487 -1.8613 0.000 -0.111 0.123 0.198
H 3.8009 -3.1870 -2.9537 0.125 0.025 -0.034 0.207
H 0.9881 -2.0252 -2.5715 0.058 0.058 -0.155 0.214
H 2.2479 -1.3873 -3.6335 -0.113 0.018 0.024 0.206
H 4.4484 -0.8299 -2.6732 0.025 -0.004 -0.125 0.192
H 5.5095 0.6610 -1.0359 0.089 0.055 -0.009 0.207
H 4.2631 1.3242 0.9902 0.018 0.114 0.139 0.205
H 0.7582 0.3910 1.6783 1.148 0.404 0.393 0.132
H 2.0635 1.5484 2.0584 -0.022 0.123 -0.052 0.207
H 2.1197 -1.4377 2.7418 -0.011 -0.060 0.007 0.217
H 1.8559 -0.1291 3.8824 -0.042 -0.042 0.133 0.215
H 3.4197 -0.2935 3.0841 0.096 -0.004 -0.020 0.202
H 1.0991 -3.2235 -0.6425 -0.006 0.041 -0.092 0.185
H -1.0639 -5.0530 -0.7870 0.125 -0.183 -0.072 0.216
H -3.6731 -4.7767 -0.1652 -0.157 -0.137 -0.057 0.219
H -3.9963 -2.2471 0.6081 -0.161 0.109 0.115 0.187
S -1.9612 -1.4632 3.1602 -0.061 1.063 -2.083 -0.101
C -0.6291 -1.8355 4.0399 0.763 -0.298 0.676 0.012
N 0.2613 -2.1115 4.7219 0.254 -0.068 0.202 -0.388
C 0.0384 2.6077 -3.5820 0.496 0.170 -0.081 -0.401
N -1.0237 2.0043 -2.8114 -0.042 -0.117 0.246 -0.402
C -2.2722 1.8579 -3.2808 -0.519 -0.276 0.202 0.129
C -3.2586 1.2882 -2.5377 0.139 0.071 -0.137 -0.392
C -2.9091 0.8557 -1.2280 0.169 0.245 -0.075 0.479
N -1.6707 0.9982 -0.7862 0.145 -0.900 0.840 -0.642
C -0.6824 1.5667 -1.5119 0.198 0.296 -0.344 0.766
O 0.4384 1.7354 -1.0884 0.196 0.189 -0.145 -0.607
N -3.8055 0.3728 -0.3622 -0.133 -0.076 0.107 -0.755
H -0.3458 2.9626 -4.5358 -0.061 -0.036 0.044 0.203
H 0.8313 1.8756 -3.7463 -0.031 0.084 -0.026 0.226
H 0.4674 3.4361 -3.0154 -0.025 -0.053 -0.115 0.230
H -2.4588 2.2217 -4.2807 0.039 0.017 -0.061 0.218
H -4.2597 1.1730 -2.9113 -0.100 0.044 -0.118 0.233
H -4.7081 0.0612 -0.6764 0.052 0.036 -0.014 0.404
H -3.4161 -0.0167 0.4953 -0.150 0.063 -0.193 0.424
I -1.7567 5.7614 0.9907 0.061 -0.428 0.343 0.154
C -1.5351 4.0596 2.2276 -0.200 0.484 -0.160 -0.169
C -1.2304 4.1733 3.5740 -0.014 -0.322 -0.083 -0.187
C -1.1198 2.9959 4.3039 -0.108 0.260 -0.167 -0.238
C -1.2822 1.7812 3.6611 0.079 -0.111 0.295 0.058
N -1.5599 1.6865 2.3617 0.867 -0.217 -0.285 -0.461
C -1.7111 2.8094 1.6664 -0.020 0.230 -0.161 0.020
H -1.0901 5.1360 4.0378 0.026 0.109 0.053 0.234
H -0.9041 3.0227 5.3596 0.047 -0.034 0.101 0.234
H -1.1922 0.8501 4.2077 0.059 0.025 -0.106 0.235
H -1.9786 2.7086 0.6263 0.120 -0.045 -0.017 0.217
```
Positions in Å, forces in eV/Å.

The molecule C4H5ClN4 at a distorted geometry, computed with ωB97M-V/def2-TZVPD.

HOMO energy (eV): -9.06
ΔE to the lowest compared entry with this formula, charge and spin (eV): 3.3618
Gap between HOMO and LUMO (Eh): 0.3318

```
14
Properties=species:S:1:pos:R:3:forces:R:3:nbo_charge:R:1
C 0.9670 -0.1833 -0.1859 -3.020 -0.877 -1.409 -0.396
N -0.3244 -0.6728 0.3950 0.918 0.051 0.048 -0.266
N -0.6853 0.0809 1.5269 -0.745 0.533 -1.354 -0.240
C -1.8743 0.5405 1.3246 2.165 -2.000 0.060 0.158
N -2.7063 0.0448 0.3762 1.723 -2.163 -2.103 -0.405
Cl -3.4826 1.3066 -0.5167 0.013 0.052 -0.289 0.114
C -1.4806 -0.9405 -0.4297 0.005 2.740 2.290 -0.004
C -1.7444 -2.2821 -0.1276 -0.791 -3.874 0.639 0.237
N -1.7062 -3.3981 0.1959 -0.460 1.602 -0.635 -0.253
H 0.6765 0.5453 -0.9300 0.381 0.412 -0.490 0.180
H 1.4371 0.2933 0.5834 1.453 1.200 1.992 0.227
H 1.5817 -0.9537 -0.6197 -0.041 -0.459 -0.039 0.209
H -2.1987 1.2927 1.8961 -1.419 2.608 2.402 0.201
H -1.3459 -0.6754 -1.4461 -0.181 0.173 -1.112 0.239
```
Positions in Å, forces in eV/Å.

A cluster of 2 separate species, C42H40NOSi in total at a distorted geometry, computed with ωB97M-V/def2-TZVPD.

Charge: +1
HOMO energy (eV): -9.98
Gap between HOMO and LUMO (Eh): 0.1569

```
85
Properties=species:S:1:pos:R:3:forces:R:3:lowdin_charge:R:1
C -6.7035 -2.3015 -0.6562 0.059 0.083 0.171 -0.017
C -5.6326 -1.3138 -0.2481 -0.506 0.539 -0.073 -0.197
C -5.9096 0.0625 -0.0189 -0.187 -0.088 -0.017 0.002
C -4.9609 0.9113 0.5070 -0.112 0.205 0.441 0.029
C -3.6389 0.4388 0.7492 0.496 -0.120 0.299 -0.173
C -2.6585 1.3228 1.2528 -0.683 -1.047 -2.188 0.155
C -1.2422 1.0809 1.0238 1.613 -0.506 0.339 -0.219
C -0.5846 0.0135 1.6846 -0.463 0.020 -0.293 -0.020
C 0.7853 -0.1979 1.5467 0.039 0.233 -0.099 0.016
C 1.5461 0.6490 0.7292 0.681 -0.188 0.325 -0.206
O 2.9478 0.6252 0.7568 -1.083 0.078 0.221 0.013
C 3.6641 -0.3386 0.0487 -0.334 -0.600 -0.857 -0.240
C 4.7634 0.1159 -0.6913 -0.432 -0.045 0.028 -0.007
C 5.3339 -0.7239 -1.6453 -0.074 -0.530 0.311 -0.071
C 4.8887 -2.0507 -1.7849 -0.253 0.393 0.223 -0.084
C 3.8551 -2.5173 -0.9645 0.087 -0.055 0.005 -0.078
C 3.2298 -1.6701 -0.0402 0.363 0.409 -0.146 -0.017
C 0.9085 1.6424 -0.0294 0.377 -0.164 -0.055 0.038
C -0.4456 1.8657 0.1275 -1.030 0.132 0.393 -0.018
C -3.3346 -0.9025 0.3446 0.563 0.121 0.006 0.038
C -4.3163 -1.7488 -0.0980 0.495 -0.814 0.141 -0.014
H -6.4418 -3.3157 -0.3098 -0.082 0.455 -0.119 0.095
H -7.6752 -2.0199 -0.2238 0.308 -0.078 -0.254 0.095
H -6.8056 -2.3577 -1.7549 0.053 0.177 0.393 0.109
H -6.9025 0.4491 -0.2297 0.081 -0.123 0.073 0.127
H -5.1701 1.9698 0.7397 -0.114 -0.700 -0.154 0.142
H -3.0255 2.2804 1.5927 0.170 0.350 0.024 0.107
H -1.1832 -0.6531 2.3190 0.416 0.343 -0.103 0.130
H 1.2622 -1.0106 2.0899 -0.065 0.318 -0.007 0.125
H 5.1095 1.1407 -0.5452 -0.188 -0.276 -0.166 0.123
H 6.1249 -0.3448 -2.2883 -0.085 -0.099 0.194 0.108
H 5.3322 -2.7044 -2.5368 -0.122 0.201 0.257 0.106
H 3.5087 -3.5555 -1.0547 0.205 0.505 0.053 0.110
H 2.4170 -2.0293 0.5951 0.284 0.084 -0.393 0.099
H 1.5062 2.2383 -0.7330 -0.345 -0.243 0.440 0.143
H -0.9409 2.6608 -0.4456 0.322 -0.343 0.226 0.134
H -2.2954 -1.2432 0.3954 -0.504 0.071 0.028 0.123
H -4.0886 -2.8077 -0.3073 -0.019 0.702 0.048 0.139
C -1.6850 5.3838 1.5198 0.269 0.064 0.248 -0.076
C -2.1826 6.4729 2.2346 -0.198 0.321 -0.153 -0.074
C -2.6791 6.3148 3.5370 0.437 -0.367 -0.372 -0.060
C -2.6905 5.0420 4.1272 -0.113 -0.022 -0.595 -0.224
Si -3.0222 4.6920 5.9020 0.334 0.138 0.217 0.705
C -3.1559 6.3072 6.7758 -0.176 0.090 0.292 -0.247
C -4.3808 6.5902 7.3927 0.220 0.615 0.246 -0.082
C -4.5796 7.8198 8.0290 0.114 -0.036 -0.126 -0.074
C -3.5579 8.7746 8.0373 0.040 -0.219 -0.015 -0.080
C -2.3281 8.4883 7.4298 0.010 -0.206 -0.163 -0.076
C -2.1266 7.2580 6.7889 -0.316 0.440 0.390 -0.096
C -4.5587 3.7157 6.1627 -0.494 -0.119 0.008 -0.272
C -5.5129 3.5604 5.1521 -0.357 -0.553 0.371 -0.087
C -6.6201 2.7259 5.3620 0.052 -0.063 0.147 -0.088
C -6.7742 2.0522 6.5825 0.236 0.181 -0.057 -0.085
C -5.8517 2.2621 7.6183 0.032 0.141 -0.126 -0.074
C -4.7595 3.1117 7.4133 -0.438 -0.434 -0.236 -0.098
C -1.6356 3.5631 6.5153 -0.193 -0.254 1.022 -0.353
C -0.2943 4.2431 6.8542 -0.366 -0.054 -0.712 -0.165
C 0.7714 3.1707 6.5209 0.059 0.126 0.084 -0.151
C 0.0571 2.0704 5.7120 -0.382 -0.832 0.442 -0.201
N -1.3163 2.5467 5.5088 0.555 -0.041 0.276 -0.108
C -2.2457 3.9500 3.3744 0.210 0.078 -0.615 -0.105
C -1.6511 4.1405 2.1367 -0.406 -0.056 -0.333 -0.111
H -1.3028 5.4694 0.4984 -0.026 0.281 0.405 0.106
H -2.1559 7.4617 1.7712 -0.156 -0.270 0.171 0.107
H -3.0431 7.1740 4.0988 0.165 -0.126 -0.140 0.106
H -5.1770 5.8456 7.3704 0.150 0.281 0.081 0.095
H -5.5352 8.0217 8.5126 0.245 0.051 -0.114 0.105
H -3.7173 9.7415 8.5240 0.086 -0.375 -0.169 0.107
H -1.5195 9.2219 7.4482 -0.290 -0.166 0.001 0.105
H -1.1741 7.0422 6.2966 -0.302 0.165 0.196 0.098
H -5.3902 4.0851 4.2041 -0.012 -0.151 0.161 0.100
H -7.3641 2.5929 4.5714 0.231 0.040 0.274 0.099
H -7.6124 1.3652 6.7329 0.273 0.318 -0.063 0.104
H -5.9758 1.7650 8.5841 -0.036 0.163 -0.348 0.107
H -4.0513 3.2976 8.2256 -0.233 -0.151 -0.218 0.107
H -1.9981 3.0896 7.4607 0.149 0.123 -0.378 0.110
H -0.1734 5.1178 6.1999 0.228 -0.184 0.179 0.090
H -0.2813 4.5950 7.8935 0.076 -0.133 -0.315 0.119
H 1.5676 3.6286 5.9194 -0.029 -0.265 0.368 0.107
H 1.1814 2.7488 7.4466 0.111 0.154 -0.326 0.108
H 0.5542 1.8645 4.7546 -0.110 0.151 0.074 0.096
H 0.0137 1.0979 6.2570 0.382 0.547 -0.103 0.113
H -1.9998 1.7953 5.4573 0.197 0.160 0.315 0.115
H -2.2780 2.9408 3.7786 -0.023 0.534 -0.193 0.079
H -1.1824 3.2959 1.6388 -0.133 0.518 0.182 0.054
```
Positions in Å, forces in eV/Å.